Computed, not measured: C26H33BN4O3S5SbSn as an isolated structure, with ωB97M-V/def2-TZVPD.

Summary:
Energy above the lowest of the compared OMol25 structures with the same formula, charge and spin: 0.0 kJ/mol
Net charge: -2
Orbital gap (spin up / spin down): 5.42 / 6.41 eV
Multiplicity: 2

Each line ends with the Löwdin spin population.
Atoms and positions in Å:
Sn1 -0.790156 -0.636868 -0.223786  0.01
C1 -4.893510 1.843179 3.062190  0.05
C2 -3.908754 2.221123 2.154649  0.00
C3 -3.164505 1.270562 1.481414  0.04
C4 -3.389147 -0.100945 1.684041  0.01
C5 -4.383614 -0.475877 2.603281  0.04
C6 -5.115052 0.488260 3.276818  0.00
N1 -2.641115 -1.025853 0.970649  0.22
N2 -3.047993 -2.285482 1.080955  0.36
C7 -2.318834 -3.167264 0.315974  0.01
C8 -2.709522 -4.518606 0.345798  0.07
C9 -2.042929 -5.454210 -0.420415  0.00
C10 -0.981098 -5.062870 -1.234402  0.08
C11 -0.593177 -3.724834 -1.255390  0.00
C12 -1.229205 -2.758514 -0.487373  0.07
H1 -5.467731 2.592554 3.593693  0.00
H2 -3.716924 3.271966 1.971802  0.00
H3 -2.406072 1.581833 0.771676  0.00
H4 -4.559019 -1.528210 2.767272  0.01
H5 -5.873540 0.172578 3.985950  0.00
H6 -3.542643 -4.800322 0.979554  0.00
H7 -2.350287 -6.494275 -0.390614  0.00
H8 -0.460469 -5.792725 -1.844750  0.01
H9 0.236803 -3.440191 -1.895785  0.00
S1 4.274588 -0.105103 2.298774  0.00
Sb1 2.073319 0.408819 2.727288  0.00
S2 1.732523 2.375059 1.026802  0.00
S3 0.877014 -1.345149 1.561709  0.02
C13 0.814321 2.055873 -2.871894  0.00
N3 -0.406309 2.091395 -3.652364  0.00
C14 -0.814882 1.107454 -4.470379  0.00
N4 0.050702 0.110492 -4.706982  0.00
S4 -2.338017 1.156089 -5.202304  0.00
H10 0.891027 2.972536 -2.292215  0.00
H11 1.688003 1.973044 -3.521504  0.00
H12 0.803530 1.224726 -2.164943  0.00
H13 -1.128961 2.742750 -3.403044  0.00
H14 0.907088 -0.074614 -4.181380  0.00
H15 -0.313467 -0.647983 -5.254783  0.00
C15 3.940075 -4.745127 -0.297095  0.00
C16 3.147711 -3.446991 -0.401186  0.00
C17 3.260455 -2.857555 -1.802074  0.00
S5 2.235736 -1.388174 -2.046439  0.00
O1 2.426177 -0.985490 -3.496177  0.00
C18 3.085078 -0.164088 -1.035606  0.00
C19 4.199770 0.612481 -1.718842  0.00
C20 5.472056 -0.184139 -1.983133  0.00
H16 3.847644 -5.170402 0.702865  0.00
H17 5.002503 -4.574137 -0.490999  0.00
H18 3.581948 -5.488613 -1.014423  0.00
H19 3.503145 -2.738163 0.348756  0.00
H20 2.097214 -3.623301 -0.162743  0.00
H21 2.865441 -3.554998 -2.547089  0.00
H22 4.288089 -2.617999 -2.074555  0.00
H23 3.430044 -0.641396 -0.116503  0.00
H24 2.288357 0.517492 -0.734956  0.00
H25 4.425729 1.441076 -1.042080  0.00
H26 3.833901 1.042067 -2.653922  0.00
H27 5.794910 -0.701790 -1.076523  0.00
H28 6.282059 0.476426 -2.300863  0.00
H29 5.317923 -0.916193 -2.776318  0.00
O2 -0.205887 2.931684 3.032406  0.00
B1 0.365874 3.205625 1.773340  0.00
O3 -0.287765 4.329578 1.207470  0.00
C21 -1.226070 4.712485 2.119236  0.00
C22 -2.127794 5.748535 2.043942  0.00
C23 -2.989983 5.918205 3.131358  0.00
C24 -2.933416 5.075413 4.233734  0.00
C25 -2.016163 4.024596 4.297662  0.00
C26 -1.173984 3.867803 3.223106  0.00
H30 -2.166353 6.392536 1.175583  0.00
H31 -3.719929 6.717742 3.108237  0.00
H32 -3.624941 5.223729 5.053528  0.00
H33 -1.981541 3.340688 5.134325  0.00

Force components x, y, z for each atom (eV/Å):
Sn 0.02 0.02 0.01
C 0.01 0.00 0.00
C -0.02 0.00 -0.01
C 0.01 0.00 0.01
C 0.02 0.00 0.02
C 0.00 0.01 -0.01
C 0.00 0.00 0.00
N 0.00 -0.06 0.04
N 0.01 0.03 -0.01
C -0.01 -0.01 0.02
C 0.00 0.00 -0.01
C 0.00 0.00 0.01
C 0.00 0.00 -0.01
C 0.00 -0.03 -0.02
C -0.02 0.01 0.00
H 0.00 0.00 0.00
H -0.01 0.00 0.00
H 0.00 0.00 -0.01
H 0.00 0.00 0.00
H 0.00 0.00 0.00
H 0.00 0.00 0.00
H 0.00 0.00 0.00
H 0.00 0.00 0.00
H 0.00 0.02 0.00
S 0.02 -0.01 -0.01
Sb -0.01 0.03 0.02
S -0.01 -0.02 -0.02
S -0.01 0.00 -0.02
C 0.00 0.00 0.01
N -0.06 0.02 0.01
C 0.13 -0.06 0.00
N -0.03 -0.03 0.00
S -0.06 0.05 -0.08
H 0.00 0.01 -0.01
H 0.00 -0.01 0.00
H 0.01 0.00 0.00
H 0.00 0.01 0.00
H -0.02 0.00 0.02
H 0.00 0.01 -0.01
C 0.00 0.00 0.01
C -0.01 0.02 -0.01
C -0.01 0.01 0.00
S -0.04 -0.01 0.02
O 0.05 0.00 0.03
C 0.06 0.04 -0.09
C 0.01 0.00 0.03
C -0.01 0.00 0.01
H 0.00 0.00 0.00
H 0.00 -0.01 -0.01
H 0.00 0.00 0.00
H 0.01 0.04 -0.01
H 0.00 0.00 0.00
H 0.01 0.00 0.00
H 0.01 0.02 0.01
H -0.03 -0.05 0.03
H 0.00 -0.03 0.01
H 0.00 0.00 -0.01
H -0.02 0.00 0.00
H 0.00 0.00 -0.01
H 0.00 0.01 0.01
H 0.01 -0.01 -0.01
O -0.03 -0.02 0.00
B 0.07 0.05 0.04
O -0.04 -0.03 -0.01
C 0.02 0.02 0.01
C -0.01 0.00 -0.01
C 0.00 0.00 -0.01
C 0.00 -0.01 0.00
C 0.00 0.00 0.01
C 0.03 0.01 0.00
H 0.00 0.00 0.00
H 0.00 0.00 0.00
H 0.00 0.00 0.00
H 0.00 0.00 0.00

***

Computed, not measured: C26H33CsF5N3O2S as an isolated structure, with ωB97M-V/def2-TZVPD.

Summary:
Net charge: 0
Orbital gap: 6.51 eV
Multiplicity: 1

Each line ends with the Löwdin charge.
Atoms and positions in Å:
Cs1 0.943681 -0.973251 1.332832  1.16
O1 1.014991 -1.712945 4.156690  -0.22
C1 0.470996 -2.990652 4.483883  -0.25
C2 -1.030481 -2.947206 4.701266  -0.17
C3 -1.851531 -2.615337 3.450507  -0.14
C4 -1.808671 -3.707360 2.406307  -0.29
C5 -2.388416 -4.945209 2.678941  -0.02
C6 -2.327173 -5.944667 1.725186  -0.06
C7 -1.682254 -5.684494 0.525660  -0.06
C8 -1.128300 -4.430758 0.342018  -0.13
N1 -1.181920 -3.458389 1.253897  0.06
H1 0.896524 -1.112912 4.899934  0.09
H2 0.963067 -3.381758 5.378038  0.12
H3 0.713267 -3.642256 3.641942  0.12
H4 -1.253739 -2.210703 5.479644  0.12
H5 -1.345541 -3.917939 5.095701  0.11
H6 -1.530320 -1.672705 3.006986  0.08
H7 -2.886861 -2.464518 3.767050  0.12
H8 -2.889705 -5.109901 3.624082  0.12
H9 -2.776745 -6.911583 1.911490  0.11
H10 -1.607431 -6.433943 -0.249792  0.10
H11 -0.612457 -4.187394 -0.580783  0.11
C9 0.487810 -1.489335 -4.688076  -0.05
C10 0.477413 -0.043767 -4.175804  -0.63
C11 -0.487050 0.783562 -5.018788  -0.05
C12 1.882255 0.545386 -4.254548  -0.04
N2 -0.009227 0.065241 -2.785819  -0.09
N3 0.718364 -0.647058 -1.797789  -0.04
H12 0.836302 -1.515993 -5.721998  0.08
H13 -0.515482 -1.922103 -4.655286  0.08
H14 1.162766 -2.124637 -4.111597  0.07
H15 -0.213610 0.733272 -6.073497  0.08
H16 -0.468449 1.828625 -4.705501  0.08
H17 -1.511007 0.412304 -4.919325  0.08
H18 2.221413 0.580594 -5.290793  0.09
H19 2.596493 -0.049835 -3.685905  0.07
H20 1.888408 1.556923 -3.845886  0.07
H21 -0.968610 -0.256332 -2.733416  0.11
H22 1.558901 -0.139341 -1.540744  0.02
H23 1.032977 -1.548956 -2.147127  0.06
O2 -0.927358 1.030522 2.009039  -0.71
S1 -1.131079 1.631626 0.644980  0.95
C13 -2.217324 3.036112 0.915855  -0.36
C14 -2.506468 3.411922 2.214875  -0.06
C15 -3.355456 4.490501 2.427420  -0.07
C16 -3.901473 5.171194 1.349589  -0.08
C17 -3.608058 4.775105 0.049719  -0.08
C18 -2.765686 3.698292 -0.172767  -0.08
C19 0.382070 2.503447 0.253485  -0.40
C20 1.268100 2.819972 1.271525  -0.08
C21 2.449252 3.469275 0.946978  -0.06
C22 2.718644 3.809641 -0.371572  -0.07
C23 1.819313 3.487067 -1.376288  -0.07
C24 0.645931 2.813070 -1.071925  -0.09
H24 -2.072605 2.850736 3.031775  0.11
H25 -3.588889 4.794796 3.439329  0.11
H26 -4.563528 6.010405 1.517934  0.10
H27 -4.041444 5.303113 -0.789348  0.11
H28 -2.536675 3.378945 -1.182816  0.11
H29 1.044603 2.542041 2.293666  0.11
H30 3.167210 3.698130 1.723065  0.11
H31 3.650928 4.299336 -0.618820  0.11
H32 2.050949 3.724540 -2.406295  0.11
H33 -0.023427 2.479448 -1.855035  0.09
F1 3.295538 -1.644842 -1.143185  -0.12
C25 3.783861 -0.771449 -0.113446  -0.38
F2 4.829262 -1.518311 0.461608  -0.07
C26 4.519342 0.303203 -0.887141  -0.61
F3 5.060064 1.209872 -0.048366  0.11
F4 3.643612 0.980341 -1.687078  0.07
F5 5.520152 -0.100731 -1.706370  0.11

Force components x, y, z for each atom (eV/Å):
Cs 0.60 -0.50 -0.25
O -0.03 -0.04 0.10
C -0.05 0.11 0.09
C -0.04 0.00 0.01
C -0.09 0.02 -0.04
C 0.06 0.02 0.18
C -0.02 -0.03 -0.13
C -0.02 0.01 0.05
C 0.00 -0.01 -0.02
C 0.01 0.03 -0.02
N -0.02 0.01 0.13
H -0.02 -0.06 0.04
H 0.04 -0.09 -0.05
H 0.07 -0.01 0.03
H 0.00 -0.01 0.01
H 0.00 0.01 0.02
H 0.06 -0.01 0.01
H -0.03 -0.03 -0.07
H -0.01 0.00 0.00
H 0.00 0.00 0.00
H 0.00 0.00 0.00
H 0.01 0.00 0.01
C 0.01 0.03 -0.01
C 0.00 -0.05 -0.02
C -0.01 0.01 0.01
C -0.05 -0.05 0.05
N 0.04 0.13 0.05
N -0.19 -0.12 -0.03
H -0.02 -0.03 0.00
H 0.00 0.00 0.00
H 0.01 0.01 0.02
H -0.01 0.00 0.00
H 0.00 0.00 0.01
H 0.00 0.00 -0.01
H -0.02 0.00 -0.01
H 0.00 0.01 -0.01
H 0.02 0.01 -0.01
H -0.01 -0.02 -0.05
H 0.01 0.13 -0.23
H 0.11 0.02 0.05
O -0.25 0.27 -0.08
S -0.23 0.10 0.17
C 0.09 0.07 -0.07
C -0.02 0.00 -0.02
C 0.03 -0.04 0.02
C 0.00 0.00 -0.04
C -0.02 0.02 0.03
C 0.03 -0.03 -0.02
C -0.08 0.08 0.05
C 0.06 0.01 -0.03
C 0.00 0.01 0.02
C 0.01 0.00 0.03
C -0.01 -0.01 -0.02
C 0.03 0.00 0.00
H 0.00 0.01 0.02
H -0.01 0.01 -0.01
H 0.00 0.00 0.01
H 0.00 0.00 0.00
H 0.01 -0.01 0.00
H -0.05 -0.01 -0.01
H 0.00 0.00 0.00
H 0.00 0.00 -0.01
H 0.00 0.00 0.00
H 0.00 0.00 0.00
F 0.09 -0.11 -0.15
C -0.02 0.19 0.30
F -0.08 -0.04 0.00
C -0.05 -0.02 -0.16
F 0.01 -0.02 -0.04
F 0.10 -0.03 0.10
F -0.05 0.03 0.02

***

Q: Which value of multiplicity does entry 2 give?
A: 1

***

Q: Among the records above, which one has the highest net charge?
A: C26H33CsF5N3O2S